## A
C5H13NO | ωB97M-V with the def2-TZVPD basis set

```
20
Properties=species:S:1:pos:R:3
C -1.45 -0.33 -0.32
H 1.32 0.76 -1.92
H 0.71 -1.84 -1.85
H 0.33 -2.19 -0.12
O 0.13 0.63 0.47
H 0.72 1.41 2.29
C 0.79 -1.50 -0.81
H -1.76 0.66 -0.64
C 2.15 0.35 -1.34
C 0.23 1.69 1.35
H -1.56 -1.68 1.34
H 2.92 -0.04 -2.01
H 0.79 2.54 0.92
H -2.12 -0.06 1.71
C -2.09 -0.82 0.94
N 1.74 -0.70 -0.44
H -1.58 -0.99 -1.17
H 2.61 1.16 -0.75
H -0.77 2.10 1.62
H -3.12 -1.14 0.73
```

Results
molecular weight	103.2	u
HOMO level	-8.21	eV

***

## B
C5H13NO | ωB97M-V with the def2-TZVPD basis set

```
20
Properties=species:S:1:pos:R:3
H 0.18 0.62 -1.82
N 0.22 1.60 0.09
H -1.19 -0.44 0.59
H 1.39 0.08 -0.73
H 2.15 1.30 2.34
C -0.60 -0.68 -0.29
C -0.59 2.62 -0.54
H -0.11 -2.22 -1.68
C 0.35 0.39 -0.77
H -0.20 2.98 -1.50
C -1.61 -2.93 -0.24
H 1.16 1.85 0.38
H -1.70 -2.84 0.84
H -1.21 -3.93 -0.40
H -2.61 -2.82 -0.68
H -0.73 3.51 0.07
H -1.55 2.13 -0.72
H 2.10 -0.20 2.62
C -0.72 -1.88 -0.84
O 2.53 0.46 2.08
```

Results
molecular weight	103.2	u
HOMO level	-8.76	eV
structure (SMILES)	C/C=C/CNC.O

***

## C
C5H13NO | ωB97M-V with the def2-TZVPD basis set

```
20
Properties=species:S:1:pos:R:3
C 0.17 -0.95 1.88
C 0.60 1.13 -1.95
H 0.49 0.76 -2.95
H -0.32 -0.55 2.83
N 0.96 -2.99 0.74
H 1.13 -0.38 2.20
H 0.90 -4.02 0.58
H 1.24 -2.67 -0.22
H -0.20 -0.39 1.07
H -1.00 1.38 0.54
C 0.24 -2.41 1.77
O -0.10 -3.24 2.59
H 0.13 3.07 -0.96
H -1.79 0.75 -0.96
H 1.66 1.37 -1.84
C -1.31 1.53 -0.45
H -2.26 2.11 -0.16
H -0.82 2.87 -2.20
H 0.60 0.40 -1.12
C -0.34 2.25 -1.40
```

Results
molecular weight	103.2	u
HOMO level	-9.86	eV
structure (SMILES)	CC(N)=O.CCC

***

## D
C5H13NO | ωB97M-V with the def2-TZVPD basis set

```
20
Properties=species:S:1:pos:R:3
H -1.99 0.42 -2.29
H -0.67 0.36 -3.35
H 1.67 -1.37 1.77
C -0.06 -0.73 -0.86
H 0.17 -1.27 -1.80
N 0.42 0.36 1.86
O -1.24 -1.23 -0.38
H 1.22 -0.87 3.41
H 0.88 1.16 -1.42
C 1.49 -0.50 2.41
H 0.87 1.01 1.21
C -1.05 0.95 -2.49
C -0.63 -0.34 1.22
H -0.78 -1.31 1.68
H -1.57 0.20 1.23
C -0.14 0.76 -1.28
H 0.85 -0.95 -0.23
H -0.62 1.28 -0.47
H -1.23 1.99 -2.74
H 2.42 0.08 2.51
```

Results
molecular weight	103.2	u
HOMO level	-8.83	eV

***

So which one is most stable? That would be B, about 5.2 kcal/mol below the next structure.

***

## A
C6H11N | ωB97M-V with the def2-TZVPD basis set

```
18
Properties=species:S:1:pos:R:3
C -0.63 -0.99 0.44
H 2.16 1.57 -0.74
C 1.68 -0.50 -1.04
H -3.04 -0.34 0.61
C 1.28 0.89 -0.76
C 0.10 -0.11 1.42
H -0.19 0.10 2.47
H 2.46 -0.60 -1.80
N -1.29 -0.70 -0.77
H -2.37 1.15 -0.09
H 0.88 -1.01 -1.39
H 0.14 2.02 0.61
H 1.57 1.45 1.39
C -2.19 0.10 0.03
H -0.70 -2.17 0.31
H 0.52 1.26 -1.45
H 2.02 -1.03 -0.14
C 0.69 1.04 0.83
```

Results
⟨S²⟩	0.767
net charge	+1
molecular weight	97.2	u
HOMO level (alpha / beta)	-14.24 / -14.33	eV
2S+1	2

***

## B
C6H11N | ωB97M-V with the def2-TZVPD basis set

```
18
Properties=species:S:1:pos:R:3
H -0.45 0.68 2.90
C 0.47 -1.67 -0.87
H 2.01 0.82 -2.48
H 0.90 -0.63 -3.14
H 1.87 -0.13 -0.15
H -1.16 -0.49 -1.36
C -1.24 1.08 1.05
C -0.49 -0.01 0.51
H -1.99 1.59 2.97
C -1.08 1.39 2.39
H 0.67 -2.42 -0.07
C 1.54 -0.72 -1.13
C 1.50 -0.15 -2.36
H -2.01 1.45 0.37
N -0.57 -0.74 -0.66
H 0.30 -0.35 1.27
H -0.71 2.43 2.57
H 0.44 -2.11 -1.80
```

Results
⟨S²⟩	0.772
net charge	+1
molecular weight	97.2	u
HOMO level (alpha / beta)	-13.51 / -13.90	eV
2S+1	2

***

So which one is most stable? That would be B, about 101.3 kcal/mol below the next structure.

***

## A
CH5N4 | ωB97M-V with the def2-TZVPD basis set

```
10
Properties=species:S:1:pos:R:3
N -0.10 -1.17 1.12
N 0.75 0.28 -1.02
C 0.00 -0.04 0.30
H -1.83 -0.28 1.28
H 0.18 -1.93 0.52
N 0.71 1.13 0.23
N -1.27 -0.54 0.49
H 1.67 0.09 -1.45
H -0.02 0.46 -1.65
H -0.10 1.99 0.17
```

Results
net charge	+1
molecular weight	73.1	u
HOMO level	-15.63	eV
structure (SMILES)	N1NC12N[NH2+]2

***

## B
CH5N4 | ωB97M-V with the def2-TZVPD basis set

```
10
Properties=species:S:1:pos:R:3
N -1.16 -0.44 -0.33
H -1.27 -1.25 0.13
H 1.75 0.22 -1.50
H 1.60 -0.18 1.42
N 1.26 -0.47 0.57
N -0.98 0.87 0.31
H -1.36 0.93 1.25
C 0.20 0.21 0.05
H -1.44 -0.31 -1.31
N 1.39 0.44 -0.59
```

Results
net charge	+1
molecular weight	73.1	u
HOMO level	-14.95	eV
structure (SMILES)	N1NC12N[NH2+]2

***

So which one is most stable? That would be B, about 6.4 kcal/mol below the next structure.